9 unconnected molecules or ions with the total composition C54H162N27O9P9 at a distorted geometry, computed with the ωB97M-V functional and the def2-TZVPD basis.

XYZ file:
```
261
Properties=species:S:1:pos:R:3
C 15.609 27.496 16.305
N 16.382 26.779 15.271
C 15.624 26.376 14.069
P 17.917 26.261 15.521
O 18.550 25.910 14.243
N 18.735 27.420 16.338
C 18.434 27.784 17.695
C 19.363 28.500 15.615
N 17.811 25.032 16.608
C 18.971 24.535 17.291
C 16.696 24.149 16.652
H 15.742 27.047 17.290
H 14.543 27.405 16.060
H 15.798 28.568 16.404
H 15.811 26.990 13.173
H 14.583 26.512 14.345
H 15.781 25.322 13.864
H 18.314 26.917 18.347
H 19.273 28.315 18.164
H 17.588 28.461 17.826
H 20.265 28.797 16.175
H 19.716 28.182 14.630
H 18.787 29.417 15.504
H 19.822 25.132 16.952
H 18.918 24.647 18.383
H 19.155 23.464 17.177
H 16.624 23.464 15.798
H 15.729 24.646 16.643
H 16.749 23.568 17.570
C 17.373 14.526 20.879
N 17.488 13.245 20.193
C 16.227 12.505 20.210
P 18.548 12.996 19.004
O 18.460 11.606 18.527
N 18.400 14.059 17.785
C 18.140 13.605 16.398
C 18.250 15.504 18.022
N 20.040 13.337 19.708
C 21.180 13.293 18.824
C 20.380 12.892 21.003
H 18.324 14.944 21.211
H 16.720 14.398 21.742
H 16.871 15.263 20.251
H 16.245 11.617 19.581
H 15.400 13.144 19.913
H 16.019 12.131 21.223
H 17.228 13.019 16.422
H 17.890 14.478 15.790
H 18.985 13.114 15.901
H 17.225 15.857 18.160
H 18.925 15.826 18.821
H 18.565 16.020 17.106
H 21.689 12.325 18.787
H 20.809 13.516 17.816
H 21.931 14.043 19.081
H 20.719 11.843 21.092
H 19.564 12.953 21.727
H 21.226 13.458 21.423
C 18.052 20.872 19.413
N 18.318 20.886 20.838
C 17.206 20.420 21.641
P 19.823 20.792 21.466
O 19.754 21.088 22.904
N 20.406 19.273 21.204
C 21.240 18.608 22.200
C 20.346 18.722 19.863
N 20.746 21.762 20.517
C 20.378 23.153 20.365
C 22.169 21.523 20.386
H 17.735 19.890 19.031
H 18.975 21.044 18.867
H 17.310 21.623 19.140
H 17.123 20.950 22.596
H 17.269 19.340 21.852
H 16.345 20.720 21.034
H 20.780 18.599 23.186
H 21.459 17.579 21.934
H 22.236 19.055 22.322
H 19.375 18.451 19.449
H 20.743 19.399 19.092
H 20.883 17.763 19.849
H 19.298 23.272 20.397
H 20.791 23.787 21.158
H 20.744 23.488 19.386
H 22.358 20.491 20.088
H 22.730 21.729 21.302
H 22.524 22.220 19.616
C 12.880 23.825 18.548
N 13.345 22.507 18.279
C 14.297 21.980 19.270
P 12.693 21.529 17.119
O 13.551 20.350 16.896
N 11.183 21.146 17.633
C 10.412 21.802 18.641
C 10.395 20.227 16.887
N 12.511 22.436 15.785
C 11.209 22.629 15.110
C 13.664 22.763 14.900
H 12.744 23.934 19.631
H 11.858 23.999 18.183
H 13.651 24.554 18.266
H 14.717 21.045 18.894
H 13.762 21.780 20.206
H 15.133 22.669 19.436
H 11.077 22.212 19.413
H 9.757 22.571 18.201
H 9.833 21.042 19.163
H 9.533 20.727 16.421
H 10.956 19.587 16.184
H 9.921 19.460 17.514
H 10.403 22.747 15.837
H 11.278 23.556 14.542
H 10.929 21.828 14.418
H 13.525 22.184 13.986
H 14.627 22.545 15.367
H 13.598 23.809 14.600
C 14.297 17.761 8.890
N 13.950 17.905 10.307
C 14.968 17.331 11.152
P 12.934 19.064 10.814
O 13.451 20.434 10.850
N 11.678 18.961 9.720
C 11.487 19.850 8.579
C 10.957 17.729 9.640
N 12.437 18.588 12.274
C 12.202 19.468 13.357
C 12.061 17.282 12.606
H 13.490 18.088 8.235
H 14.451 16.711 8.638
H 15.233 18.281 8.662
H 15.962 17.707 10.918
H 15.047 16.263 10.946
H 14.806 17.477 12.223
H 11.798 19.384 7.636
H 10.427 20.098 8.562
H 12.098 20.748 8.715
H 10.143 17.886 8.930
H 11.563 16.863 9.319
H 10.560 17.319 10.570
H 12.428 20.505 13.101
H 11.146 19.389 13.625
H 12.854 19.291 14.223
H 12.592 16.988 13.516
H 12.287 16.591 11.790
H 10.988 17.179 12.772
C 17.578 24.812 10.822
N 17.863 23.395 11.052
C 17.944 23.071 12.463
P 18.530 22.448 9.929
O 18.259 22.914 8.560
N 20.198 22.318 10.170
C 21.034 23.401 9.721
C 20.708 21.692 11.367
N 17.977 20.924 10.273
C 18.576 19.736 9.590
C 16.469 20.780 10.217
H 18.322 25.437 11.312
H 16.595 25.020 11.243
H 17.655 25.061 9.767
H 17.726 22.025 12.691
H 17.162 23.668 12.939
H 18.903 23.284 12.938
H 22.073 23.089 9.728
H 20.812 23.683 8.697
H 20.965 24.289 10.369
H 19.959 20.966 11.704
H 21.579 21.095 11.097
H 21.043 22.442 12.118
H 19.666 19.676 9.683
H 18.167 18.862 10.102
H 18.295 19.707 8.535
H 16.226 19.959 10.894
H 16.105 20.578 9.199
H 15.931 21.623 10.656
C 11.962 11.429 14.166
N 12.573 12.704 14.470
C 11.739 13.812 14.061
P 13.611 12.896 15.719
O 12.980 13.116 17.027
N 14.540 11.549 15.755
C 14.830 10.831 16.977
C 15.422 11.174 14.672
N 14.532 14.199 15.287
C 14.924 15.207 16.256
C 15.129 14.321 13.966
H 11.841 11.291 13.092
H 10.995 11.230 14.651
H 12.569 10.580 14.495
H 12.308 14.514 13.448
H 11.205 14.293 14.888
H 10.999 13.380 13.384
H 14.563 9.778 16.860
H 15.882 10.948 17.263
H 14.314 11.251 17.833
H 15.528 10.091 14.735
H 14.972 11.424 13.710
H 16.385 11.701 14.733
H 15.226 14.771 17.203
H 15.812 15.685 15.835
H 14.165 15.981 16.371
H 16.134 13.891 13.934
H 15.121 15.366 13.668
H 14.496 13.824 13.230
C 23.193 16.991 11.237
N 24.611 17.382 11.319
C 25.092 17.826 9.996
P 25.040 18.162 12.678
O 24.629 17.451 13.894
N 26.672 18.350 12.484
C 27.462 17.145 12.149
C 27.343 19.236 13.474
N 24.426 19.672 12.649
C 24.614 20.523 11.454
C 23.432 20.208 13.593
H 22.898 16.431 12.120
H 23.129 16.384 10.334
H 22.552 17.867 11.060
H 26.066 18.321 10.006
H 24.380 18.516 9.526
H 25.195 16.949 9.374
H 27.455 16.328 12.877
H 27.160 16.707 11.200
H 28.504 17.439 12.005
H 27.021 19.082 14.503
H 28.407 18.965 13.531
H 27.274 20.267 13.124
H 25.619 20.420 11.042
H 23.832 20.355 10.709
H 24.566 21.541 11.843
H 23.398 19.574 14.479
H 22.471 20.357 13.080
H 23.838 21.172 13.897
C 21.152 17.298 15.555
N 20.138 18.014 14.787
C 20.427 18.127 13.388
P 19.022 18.996 15.542
O 18.922 18.635 16.964
N 19.532 20.549 15.315
C 18.527 21.575 15.542
C 20.810 20.951 15.894
N 17.564 18.865 14.826
C 17.267 19.223 13.455
C 16.340 18.911 15.630
H 21.381 16.371 15.027
H 20.735 16.914 16.491
H 22.057 17.886 15.710
H 19.869 18.956 12.945
H 20.206 17.229 12.799
H 21.497 18.324 13.268
H 17.622 21.292 15.004
H 18.231 21.673 16.589
H 18.933 22.500 15.145
H 20.981 21.946 15.489
H 20.742 21.003 17.000
H 21.607 20.273 15.551
H 18.129 19.199 12.785
H 16.464 18.586 13.084
H 16.784 20.208 13.367
H 16.522 18.603 16.660
H 15.628 18.251 15.137
H 15.885 19.902 15.670
```

Values from the calculation:
* LUMO level: 0.36 eV
* 2S+1: 1
* SMILES: CN(C)P(=O)(N(C)C)N(C)C.CN(C)P(=O)(N(C)C)N(C)C.CN(C)P(=O)(N(C)C)N(C)C.CN(C)P(=O)(N(C)C)N(C)C.CN(C)P(=O)(N(C)C)N(C)C.CN(C)P(=O)(N(C)C)N(C)C.CN(C)P(=O)(N(C)C)N(C)C.CN(C)P(=O)(N(C)C)N(C)C.CN(C)P(=O)(N(C)C)N(C)C
* frontier orbital gap: 8.61 eV
* energy above the lowest of the compared OMol25 structures with the same formula, charge and spin: 0.000 eV